i.
{
  "formula": "H2OSn",
  "method": "wB97M-V/def2-TZVPD",
  "spin_multiplicity": 1,
  "e_homo_ha": -0.8259,
  "total_charge": 2,
  "e_lumo_ha": -0.498,
  "elements": ["Sn", "O", "H", "H"],
  "coordinates": [[-0.289, -0.603, -2.237], [-0.015, 0.159, 0.372], [0.268, 0.981, 0.814], [0.035, -0.538, 1.051]],
  "lowdin_charge": [1.9411, -0.1542, 0.1129, 0.1002]
}

ii.
{
  "formula": "H2OSn",
  "method": "wB97M-V/def2-TZVPD",
  "spin_multiplicity": 1,
  "e_homo_ha": -0.9229,
  "total_charge": 2,
  "e_lumo_ha": -0.483,
  "elements": ["Sn", "O", "H", "H"],
  "coordinates": [[-0.334, 17.544, -16.077], [-0.513, 19.136, -14.706], [-0.003, 19.921, -14.904], [-0.551, 19.109, -13.750]],
  "lowdin_charge": [1.9061, -0.1604, 0.1189, 0.1354]
}

Short version: ii, i, most stable first.

i.
{
  "formula": "C2H12N2O2",
  "method": "wB97M-V/def2-TZVPD",
  "spin_multiplicity": 1,
  "e_homo_ha": -0.3611,
  "smiles": "NCCN.O.O",
  "total_charge": 0,
  "e_lumo_ha": 0.024,
  "elements": ["O", "O", "N", "N", "C", "C", "H", "H", "H", "H", "H", "H", "H", "H", "H", "H", "H", "H"],
  "coordinates": [[2.397, -4.471, 1.752], [0.926, -1.768, 1.090], [-0.319, 2.448, -2.143], [-1.272, 0.532, 0.899], [-1.365, 1.571, -0.133], [-0.156, 1.441, -1.084], [-2.233, 1.562, -0.793], [-1.169, 2.496, 0.379], [0.032, 0.410, -1.404], [1.837, -4.692, 2.505], [-2.082, 0.594, 1.520], [1.365, -0.908, 1.110], [0.720, 1.743, -0.526], [0.600, 2.700, -2.518], [0.644, -1.784, 0.160], [-1.504, -0.382, 0.503], [2.284, -3.517, 1.664], [-0.705, 2.024, -2.981]],
  "lowdin_charge": [-0.0715, -0.0646, -0.0189, -0.0209, -0.2875, -0.3045, 0.1045, 0.1030, 0.0979, 0.0312, 0.0680, 0.0404, 0.0997, 0.0659, 0.0412, 0.0590, -0.0034, 0.0606]
}

ii.
{
  "formula": "C2H12N2O2",
  "method": "wB97M-V/def2-TZVPD",
  "spin_multiplicity": 1,
  "e_homo_ha": -0.3022,
  "smiles": "CNCN.O.O",
  "total_charge": 0,
  "e_lumo_ha": 0.031,
  "elements": ["O", "O", "N", "N", "C", "C", "H", "H", "H", "H", "H", "H", "H", "H", "H", "H", "H", "H"],
  "coordinates": [[-3.906, -3.534, -1.770], [5.154, 2.356, 2.863], [-2.089, 0.675, 0.075], [-0.143, -0.259, -0.897], [1.128, 0.439, -1.013], [-0.924, -0.198, 0.346], [-1.246, -1.190, 0.669], [6.117, 2.393, 2.954], [-1.777, 1.626, 0.291], [-4.273, -2.759, -1.357], [1.199, 0.939, -1.963], [-3.229, -3.409, -2.429], [4.949, 1.538, 3.339], [1.168, 1.127, -0.167], [-0.222, 0.289, 1.027], [-0.860, -0.145, -1.599], [-2.960, 0.442, 0.517], [1.914, -0.331, -0.884]],
  "lowdin_charge": [-0.0515, -0.0691, -0.0038, -0.1599, -0.1298, -0.3052, 0.1017, 0.0345, 0.0698, 0.0219, 0.0678, 0.0274, 0.0345, 0.0637, 0.0937, 0.0823, 0.0477, 0.0742]
}

Short version: i, ii, most stable first.

i.
{
  "formula": "C4H8NO2",
  "method": "wB97M-V/def2-TZVPD",
  "spin_multiplicity": 2,
  "e_homo_ha": [-0.1585, -0.3030],
  "total_charge": 0,
  "e_lumo_ha": [-0.004, -0.010],
  "elements": ["O", "O", "N", "C", "C", "C", "C", "H", "H", "H", "H", "H", "H", "H", "H"],
  "coordinates": [[0.037, -1.837, 1.866], [-0.239, 0.307, -3.282], [0.627, 0.695, 1.442], [-0.571, 0.064, -2.160], [-0.546, -1.339, 0.881], [0.370, 0.226, -0.965], [-0.255, 0.069, 0.408], [-1.626, -0.109, -1.861], [1.640, 0.329, 1.423], [1.158, -0.552, -1.112], [0.678, 1.709, 1.354], [0.843, 1.224, -0.970], [0.357, 0.407, 2.389], [-1.297, -1.884, 0.287], [-1.176, 0.690, 0.298]],
  "mulliken_spin": [0.3010, -0.0325, 0.0143, -0.0725, 0.5295, 0.1834, 0.0145, 0.0211, -0.0034, 0.0129, -0.0346, 0.0280, -0.0038, 0.0052, 0.0368]
}

ii.
{
  "formula": "C4H8NO2",
  "method": "wB97M-V/def2-TZVPD",
  "spin_multiplicity": 2,
  "e_homo_ha": [-0.2187, -0.3141],
  "total_charge": 0,
  "e_lumo_ha": [0.018, 0.018],
  "elements": ["O", "O", "N", "C", "C", "C", "C", "H", "H", "H", "H", "H", "H", "H", "H"],
  "coordinates": [[0.225, 3.133, -1.244], [1.224, 1.722, -2.652], [-0.605, -1.967, 1.019], [-0.511, 0.356, 0.501], [1.026, 2.938, -2.100], [-0.437, -0.641, 1.391], [-0.818, -3.024, 1.871], [-0.838, -2.838, 2.927], [1.672, 3.734, -2.508], [-0.812, 0.080, -0.504], [-0.305, -0.534, 2.464], [-0.276, 1.380, 0.718], [1.873, 1.811, -3.361], [-0.501, -2.144, 0.034], [-0.917, -4.007, 1.445]],
  "mulliken_spin": [0.0005, 0.0011, 0.1581, 0.1818, 0.0010, -0.0886, 0.7398, 0.0220, 0.0000, 0.0025, -0.0034, -0.0001, 0.0000, -0.0220, 0.0074]
}

Short version: ii, i, most stable first.

i.
{
  "formula": "C4H10OS2",
  "method": "wB97M-V/def2-TZVPD",
  "spin_multiplicity": 1,
  "e_homo_ha": -0.3151,
  "smiles": "C=CO.CCSS",
  "total_charge": 0,
  "e_lumo_ha": 0.013,
  "elements": ["S", "S", "O", "C", "C", "C", "C", "H", "H", "H", "H", "H", "H", "H", "H", "H", "H"],
  "coordinates": [[-0.346, 0.284, 1.475], [-0.749, 1.242, 3.252], [1.484, -0.240, -1.124], [-1.815, -0.814, 1.359], [2.833, 1.344, -2.355], [1.663, 0.974, -1.830], [-1.746, -1.819, 0.197], [0.740, 1.549, -1.942], [3.032, 2.335, -2.752], [-2.698, -0.196, 1.349], [-0.845, -2.498, 0.321], [3.651, 0.645, -2.289], [0.981, 0.068, -0.317], [-1.689, -1.280, -0.776], [-0.029, 2.308, 2.896], [-1.853, -1.452, 2.344], [-2.616, -2.449, 0.193]],
  "lowdin_charge": [0.4262, 0.3388, -0.0996, -0.6067, 0.0078, -0.2629, -0.1700, 0.1050, 0.0519, 0.0509, 0.0954, 0.0543, -0.0344, 0.0797, -0.1967, 0.1028, 0.0576]
}

ii.
{
  "formula": "C4H10OS2",
  "method": "wB97M-V/def2-TZVPD",
  "spin_multiplicity": 1,
  "e_homo_ha": -0.3012,
  "smiles": "C1CSCSC1.O",
  "total_charge": 0,
  "e_lumo_ha": 0.025,
  "elements": ["S", "S", "O", "C", "C", "C", "C", "H", "H", "H", "H", "H", "H", "H", "H", "H", "H"],
  "coordinates": [[-1.233, 0.306, 0.747], [-0.696, -1.641, -1.503], [0.897, -1.148, 3.826], [-0.371, 1.193, -1.746], [-0.274, 1.437, -0.254], [-0.478, -1.222, 0.275], [0.173, -0.149, -2.146], [-0.540, 2.495, -0.065], [0.083, -0.178, -3.249], [0.127, 2.047, -2.243], [-0.853, -2.072, 0.877], [1.249, -0.214, -1.895], [0.491, -0.530, 4.475], [-1.441, 1.216, -2.030], [0.603, -1.109, 0.488], [1.492, -1.718, 4.365], [0.771, 1.288, 0.078]],
  "lowdin_charge": [0.7953, 0.7797, -0.0928, -0.3440, -0.5341, -0.8272, -0.5201, 0.0872, 0.0776, 0.1184, 0.0460, 0.0841, 0.0485, 0.1124, 0.0422, 0.0459, 0.0808]
}

iii.
{
  "formula": "C4H10OS2",
  "method": "wB97M-V/def2-TZVPD",
  "spin_multiplicity": 1,
  "e_homo_ha": -0.3056,
  "smiles": "C1CSCSC1.O",
  "total_charge": 0,
  "e_lumo_ha": 0.021,
  "elements": ["S", "S", "O", "C", "C", "C", "C", "H", "H", "H", "H", "H", "H", "H", "H", "H", "H"],
  "coordinates": [[-2.023, 0.189, 0.111], [0.428, 1.503, -1.295], [1.435, 1.265, 3.198], [-1.243, -1.377, -0.414], [-0.299, -1.134, -1.680], [-0.486, 1.202, 0.292], [0.929, -0.286, -1.383], [-0.725, -1.708, 0.506], [-0.035, -2.137, -2.067], [0.191, 0.653, 0.974], [1.459, -0.646, -0.480], [-0.911, -0.626, -2.450], [0.518, 1.499, 3.467], [1.957, 2.084, 3.357], [-2.005, -2.140, -0.665], [1.576, -0.491, -2.257], [-0.766, 2.152, 0.787]],
  "lowdin_charge": [0.7517, 0.7720, -0.0863, -0.4910, -0.3281, -0.7791, -0.5019, 0.0676, 0.1047, 0.0155, 0.0869, 0.0969, 0.0503, 0.0537, 0.0742, 0.0783, 0.0346]
}

iv.
{
  "formula": "C4H10OS2",
  "method": "wB97M-V/def2-TZVPD",
  "spin_multiplicity": 1,
  "e_homo_ha": -0.3263,
  "smiles": "CSSCCCO",
  "total_charge": 0,
  "e_lumo_ha": -0.055,
  "elements": ["S", "S", "O", "C", "C", "C", "C", "H", "H", "H", "H", "H", "H", "H", "H", "H", "H"],
  "coordinates": [[-1.990, 0.057, -0.099], [0.133, 0.733, 1.160], [2.547, -1.061, 0.433], [0.854, -0.297, -1.231], [1.527, -1.554, -0.357], [0.792, 1.002, -0.549], [-2.898, 0.976, 1.089], [-2.728, 0.246, 1.828], [1.417, -0.231, -2.226], [-0.098, -0.810, -1.348], [2.172, -0.809, 1.299], [1.813, -2.478, -0.907], [0.704, -1.903, 0.414], [0.316, 1.630, -1.146], [1.749, 1.376, -0.402], [-2.381, 1.974, 1.367], [-3.928, 1.151, 0.676]],
  "lowdin_charge": [0.6273, 0.6881, -0.1314, -0.2949, -0.2846, -0.5818, -0.5874, -0.0328, 0.1323, 0.0174, 0.0496, 0.1138, 0.1101, 0.0219, 0.0538, 0.0472, 0.0513]
}

Short version: ii, iii, i, iv, most stable first.

i.
{
  "formula": "C4H14NO2S",
  "method": "wB97M-V/def2-TZVPD",
  "spin_multiplicity": 1,
  "e_homo_ha": -0.1061,
  "total_charge": -1,
  "e_lumo_ha": 0.139,
  "elements": ["S", "O", "O", "N", "C", "C", "C", "C", "H", "H", "H", "H", "H", "H", "H", "H", "H", "H", "H", "H", "H", "H"],
  "coordinates": [[-1.763, -0.947, -1.146], [-1.634, 1.941, 0.304], [-0.424, 2.774, -1.983], [1.011, -0.990, 1.792], [-0.196, -0.302, 2.310], [1.475, -0.622, 0.454], [0.926, -1.537, -0.725], [0.051, -0.624, -1.519], [0.110, 0.781, 1.974], [-0.841, 2.639, -1.158], [-0.539, -0.662, 3.295], [0.054, -0.564, -2.665], [1.202, 0.366, 0.015], [0.363, -2.404, -0.356], [0.942, -2.019, 1.902], [2.542, -0.672, 0.437], [1.775, -1.975, -1.326], [-0.988, 1.178, 0.451], [0.260, 0.513, -1.332], [-0.727, 2.108, -2.556], [-1.158, -0.509, 1.784], [-2.443, 1.527, 0.048]],
  "lowdin_charge": [0.1577, -0.1333, -0.0576, -0.1502, -0.1557, -0.2494, -0.3059, -0.7346, 0.1031, -0.0527, 0.0649, 0.0431, 0.0906, 0.0634, 0.1019, 0.0762, 0.0970, -0.0014, 0.0294, -0.0056, 0.0296, -0.0107]
}

ii.
{
  "formula": "C4H14NO2S",
  "method": "wB97M-V/def2-TZVPD",
  "spin_multiplicity": 1,
  "e_homo_ha": -0.1171,
  "total_charge": -1,
  "e_lumo_ha": 0.136,
  "elements": ["S", "O", "O", "N", "C", "C", "C", "C", "H", "H", "H", "H", "H", "H", "H", "H", "H", "H", "H", "H", "H", "H"],
  "coordinates": [[-2.032, 1.466, -0.674], [-1.412, -1.522, -2.304], [-2.813, -0.557, 1.430], [2.027, -0.651, 0.515], [-0.675, 2.034, 0.399], [0.761, 0.044, 0.805], [0.645, 1.362, 0.033], [2.091, -1.442, -0.720], [-1.191, -0.598, -2.423], [2.864, -2.214, -0.596], [-0.735, 1.722, 1.477], [0.850, 0.237, 1.880], [-0.064, -0.623, 0.547], [-2.056, -1.638, -1.605], [-2.837, 0.131, 2.103], [1.443, 2.085, 0.286], [-0.803, 3.115, 0.381], [2.186, -1.279, 1.293], [-2.569, -0.026, 0.589], [2.400, -0.790, -1.542], [0.838, 0.985, -0.993], [1.084, -1.843, -0.881]],
  "lowdin_charge": [0.3185, -0.1072, -0.2096, -0.1618, -0.6978, -0.2756, -0.3126, -0.1380, -0.0307, 0.0694, 0.0560, 0.1107, 0.0972, 0.0117, -0.0065, 0.0989, 0.0176, 0.0758, -0.1355, 0.0646, 0.0887, 0.0663]
}

Short version: ii, i, most stable first.

i.
{
  "formula": "C2H2NO2",
  "method": "wB97M-V/def2-TZVPD",
  "spin_multiplicity": 1,
  "e_homo_ha": -0.0310,
  "total_charge": -1,
  "e_lumo_ha": 0.136,
  "elements": ["O", "O", "N", "C", "C", "H", "H"],
  "coordinates": [[2.055, -1.666, 0.346], [1.430, 0.344, -0.718], [-1.462, -0.732, 0.232], [-1.346, 0.467, 0.191], [1.680, -0.658, -0.179], [-0.279, 1.008, 0.236], [-2.078, 1.237, -0.108]],
  "lowdin_charge": [0.1141, 0.1198, -0.1788, -0.5880, -0.4196, -0.0063, -0.0413]
}

ii.
{
  "formula": "C2H2NO2",
  "method": "wB97M-V/def2-TZVPD",
  "spin_multiplicity": 1,
  "e_homo_ha": -0.1106,
  "total_charge": -1,
  "e_lumo_ha": 0.171,
  "elements": ["O", "O", "N", "C", "C", "H", "H"],
  "coordinates": [[1.551, 1.517, 0.591], [1.753, -0.753, 0.332], [-1.436, -0.324, 0.505], [1.267, 0.360, 0.312], [-0.528, 0.059, -0.345], [-2.223, -0.778, 0.110], [-0.385, -0.081, -1.505]],
  "lowdin_charge": [-0.0669, -0.0563, -0.0298, -0.6962, -0.1730, -0.0367, 0.0588]
}

Short version: ii, i, most stable first.